1.
{
  "formula": "C3H8O",
  "method": "the ωB97M-V functional and the def2-TZVPD basis",
  "symbols": ["C", "C", "O", "H", "H", "H", "H", "C", "H", "H", "H", "H"],
  "coordinates": [[0.595, -1.107, -1.466], [1.312, -0.512, -2.622], [1.306, -0.898, -3.759], [-0.186, -1.800, -1.766], [0.226, -0.293, -0.855], [1.289, -1.733, -0.894], [1.998, 0.340, -2.422], [-1.298, 1.180, 2.748], [-1.452, 0.417, 3.505], [-0.253, 1.235, 2.458], [-1.567, 2.156, 3.160], [-1.970, 1.015, 1.912]],
  "nbo_charge": [-0.73, 0.44, -0.52, 0.24, 0.23, 0.24, 0.10, -0.85, 0.21, 0.21, 0.21, 0.21],
  "max_force_ev_per_a": 1.285,
  "total_charge": 0,
  "e_above_lowest_ev": 0.563,
  "smiles": "CC=O.C",
  "gap_ev": 10.71,
  "energy_ha": -194.31525
}

=====

2.
{
  "formula": "C40H42BF4N13NiO",
  "method": "the ωB97M-V functional and the def2-TZVPD basis",
  "symbols": ["Ni", "C", "C", "C", "C", "N", "N", "B", "N", "N", "C", "C", "C", "C", "C", "C", "C", "C", "N", "N", "C", "C", "C", "C", "C", "C", "C", "C", "C", "C", "C", "C", "H", "H", "H", "H", "H", "H", "H", "H", "H", "H", "H", "H", "H", "H", "H", "H", "H", "H", "H", "H", "H", "H", "H", "H", "H", "H", "H", "H", "H", "H", "H", "H", "H", "H", "H", "H", "H", "H", "H", "H", "F", "C", "C", "F", "C", "C", "C", "F", "C", "C", "C", "N", "C", "N", "F", "C", "C", "N", "C", "N", "N", "C", "O", "C", "C", "N", "C", "N", "H", "H"],
  "coordinates": [[0.646, -0.673, -0.331], [1.660, -2.846, -4.867], [1.773, -2.811, -3.381], [2.450, -3.667, -2.547], [2.254, -3.191, -1.242], [1.478, -2.105, -1.295], [1.192, -1.873, -2.615], [0.399, -0.640, -3.075], [-1.004, -0.702, -2.412], [-1.115, -1.263, -1.170], [-2.410, -1.323, -0.874], [-3.150, -0.782, -1.937], [-2.224, -0.419, -2.898], [-2.447, 0.197, -4.238], [-2.958, -1.924, 0.397], [-3.515, -0.796, 1.277], [-4.093, -2.887, 0.023], [-1.885, -2.688, 1.164], [1.197, 0.616, -2.608], [1.835, 0.567, -1.400], [2.532, 1.693, -1.273], [2.355, 2.477, -2.421], [1.507, 1.757, -3.244], [0.967, 2.118, -4.586], [3.381, 2.017, -0.068], [4.723, 2.586, -0.543], [2.652, 3.087, 0.757], [3.644, 0.771, 0.778], [2.845, -3.866, -0.026], [2.565, -3.112, 1.259], [2.239, -5.272, 0.081], [4.364, -3.970, -0.228], [2.201, -3.711, -5.245], [2.082, -1.948, -5.319], [0.620, -2.922, -5.186], [3.020, -4.532, -2.836], [0.293, -0.635, -4.263], [-4.221, -0.716, -2.023], [-3.478, 0.038, -4.548], [-1.787, -0.233, -4.989], [-2.264, 1.272, -4.206], [-4.308, -0.246, 0.765], [-2.720, -0.096, 1.546], [-3.922, -1.208, 2.202], [-4.916, -2.372, -0.475], [-4.483, -3.361, 0.925], [-3.727, -3.670, -0.643], [-1.077, -2.038, 1.494], [-1.447, -3.477, 0.548], [-2.315, -3.156, 2.049], [2.817, 3.422, -2.648], [1.608, 2.865, -5.051], [-0.034, 2.542, -4.494], [0.908, 1.251, -5.241], [4.598, 3.532, -1.070], [5.222, 1.885, -1.214], [5.374, 2.762, 0.315], [2.498, 3.993, 0.167], [3.229, 3.347, 1.646], [1.668, 2.731, 1.073], [4.272, 0.065, 0.231], [2.726, 0.255, 1.054], [4.160, 1.049, 1.698], [1.498, -3.013, 1.434], [3.003, -2.113, 1.239], [2.989, -3.657, 2.103], [1.158, -5.215, 0.219], [2.660, -5.785, 0.948], [2.443, -5.871, -0.807], [4.806, -2.979, -0.341], [4.622, -4.562, -1.107], [4.812, -4.446, 0.646], [-1.633, 1.885, 2.640], [-2.494, 2.875, 2.439], [-3.206, 3.345, 3.474], [-3.032, 2.809, 4.668], [-4.165, 4.432, 3.333], [-4.258, 4.982, 1.988], [-3.536, 4.515, 0.960], [-3.686, 5.067, -0.237], [-2.607, 3.410, 1.096], [-1.904, 2.899, 0.048], [-1.041, 1.763, 0.155], [-0.350, 0.853, 0.128], [-1.959, 3.402, -1.295], [-1.929, 3.746, -2.390], [-5.096, 5.983, 1.775], [-4.912, 4.893, 4.370], [-4.840, 4.365, 5.703], [-4.860, 3.982, 6.785], [-5.867, 5.959, 4.252], [-6.661, 6.788, 4.232], [1.511, 0.659, 3.317], [1.003, -0.579, 3.031], [0.787, -0.894, 1.834], [0.751, -1.439, 4.129], [1.063, -1.000, 5.436], [1.348, -0.640, 6.496], [0.153, -2.705, 3.945], [-0.342, -3.739, 3.802], [1.696, 1.294, 2.566], [1.626, 0.966, 4.268]],
  "lowdin_charge": [0.52, -0.02, -0.25, 0.03, -0.19, 0.08, 0.05, -0.49, 0.05, 0.08, -0.23, 0.03, -0.26, -0.01, -0.54, -0.03, -0.04, -0.06, 0.05, 0.07, -0.23, 0.04, -0.26, -0.01, -0.53, -0.04, -0.04, -0.05, -0.54, -0.05, -0.03, -0.04, 0.08, 0.08, 0.09, 0.12, 0.11, 0.11, 0.08, 0.07, 0.07, 0.08, 0.06, 0.09, 0.08, 0.09, 0.09, 0.04, 0.09, 0.08, 0.11, 0.09, 0.07, 0.07, 0.08, 0.09, 0.09, 0.09, 0.09, 0.06, 0.09, 0.03, 0.10, 0.06, 0.07, 0.10, 0.09, 0.09, 0.08, 0.09, 0.08, 0.09, 0.14, -0.13, -0.12, 0.16, 0.00, -0.13, -0.13, 0.15, 0.00, -0.08, -0.03, 0.25, -0.15, 0.22, 0.15, -0.11, -0.15, 0.23, -0.16, 0.22, 0.18, -0.51, -0.12, -0.21, -0.26, 0.12, -0.24, 0.14, 0.05, 0.09],
  "max_force_ev_per_a": 0.635,
  "total_charge": 0,
  "gap_ev": 3.22,
  "energy_ha": -4269.13724
}

=====

3.
{
  "formula": "C5H20FNO9V",
  "method": "the ωB97M-V functional and the def2-TZVPD basis",
  "symbols": ["O", "V", "N", "O", "O", "O", "F", "C", "O", "H", "H", "H", "H", "C", "O", "H", "H", "H", "H", "C", "O", "H", "H", "H", "H", "C", "O", "H", "H", "H", "H", "C", "O", "H", "H", "H", "H"],
  "coordinates": [[-36.625, 19.624, 16.551], [-37.376, 20.870, 16.032], [-36.825, 20.364, 12.788], [-37.619, 20.441, 11.874], [-35.669, 20.040, 12.655], [-37.272, 20.675, 13.977], [-35.768, 22.046, 15.872], [-33.446, 22.422, 19.148], [-33.771, 21.553, 18.067], [-32.835, 23.254, 18.795], [-34.330, 22.786, 19.682], [-32.889, 21.812, 19.857], [-34.229, 22.093, 17.414], [-36.308, 23.783, 12.508], [-36.089, 25.041, 11.900], [-36.405, 23.808, 13.591], [-37.165, 23.274, 12.054], [-35.518, 23.076, 12.222], [-35.671, 25.594, 12.567], [-38.666, 23.793, 15.790], [-38.976, 22.399, 15.567], [-37.733, 23.857, 16.352], [-38.379, 24.247, 14.841], [-39.424, 24.364, 16.317], [-39.669, 22.321, 14.902], [-34.957, 25.244, 16.975], [-35.544, 24.937, 15.712], [-35.391, 24.664, 17.797], [-33.876, 25.084, 16.936], [-35.132, 26.303, 17.160], [-35.569, 23.973, 15.647], [-32.651, 22.602, 13.766], [-33.004, 22.869, 15.106], [-33.498, 22.690, 13.079], [-31.883, 23.310, 13.459], [-32.269, 21.589, 13.590], [-33.878, 22.490, 15.249]],
  "nbo_charge": [-0.37, 1.71, 0.74, -0.41, -0.39, -0.65, -0.71, -0.25, -0.72, 0.17, 0.15, 0.18, 0.47, -0.26, -0.72, 0.16, 0.18, 0.17, 0.47, -0.27, -0.79, 0.21, 0.22, 0.20, 0.53, -0.26, -0.75, 0.15, 0.18, 0.18, 0.48, -0.24, -0.74, 0.16, 0.17, 0.16, 0.48],
  "max_force_ev_per_a": 5.819,
  "total_charge": 0,
  "e_above_lowest_ev": 1.184,
  "multiplicity": 2,
  "gap_ev": [7.21, 7.58],
  "energy_ha": -1978.08589
}

=====

4.
{
  "formula": "C36H90FeO24P6",
  "method": "the ωB97M-V functional and the def2-TZVPD basis",
  "symbols": ["Fe", "C", "C", "O", "P", "O", "O", "C", "C", "O", "C", "C", "H", "H", "H", "H", "H", "H", "H", "H", "H", "H", "H", "H", "H", "H", "H", "C", "C", "O", "P", "O", "O", "C", "C", "O", "C", "C", "H", "H", "H", "H", "H", "H", "H", "H", "H", "H", "H", "H", "H", "H", "H", "C", "C", "O", "P", "O", "O", "C", "C", "O", "C", "C", "H", "H", "H", "H", "H", "H", "H", "H", "H", "H", "H", "H", "H", "H", "H", "C", "C", "O", "P", "O", "O", "C", "C", "O", "C", "C", "H", "H", "H", "H", "H", "H", "H", "H", "H", "H", "H", "H", "H", "H", "H", "C", "C", "O", "P", "O", "O", "C", "C", "O", "C", "C", "H", "H", "H", "H", "H", "H", "H", "H", "H", "H", "H", "H", "H", "H", "H", "C", "C", "O", "P", "O", "O", "C", "C", "O", "C", "C", "H", "H", "H", "H", "H", "H", "H", "H", "H", "H", "H", "H", "H", "H", "H"],
  "coordinates": [[-0.076, 0.283, 0.259], [-1.867, 6.593, 5.374], [-2.188, 5.225, 4.721], [-3.295, 5.337, 3.901], [-3.188, 5.082, 2.280], [-2.393, 3.868, 1.904], [-2.665, 6.526, 1.754], [-3.364, 7.646, 2.151], [-3.009, 8.733, 1.240], [-4.728, 5.090, 1.782], [-5.828, 4.687, 2.546], [-6.587, 3.547, 1.858], [-1.198, 6.513, 6.231], [-1.394, 7.243, 4.638], [-2.795, 7.022, 5.752], [-1.348, 4.809, 4.164], [-2.491, 4.548, 5.521], [-4.428, 7.425, 2.067], [-3.087, 7.857, 3.184], [-1.971, 8.611, 0.932], [-3.700, 8.620, 0.404], [-3.216, 9.732, 1.622], [-5.437, 4.315, 3.493], [-6.392, 5.587, 2.790], [-5.982, 2.836, 1.296], [-6.947, 2.863, 2.627], [-7.373, 3.917, 1.200], [6.540, 6.355, -2.369], [5.660, 5.055, -2.101], [4.270, 5.150, -2.435], [3.429, 3.957, -3.119], [2.971, 2.940, -2.092], [2.185, 4.513, -3.999], [1.467, 5.728, -3.827], [2.227, 6.826, -4.538], [4.451, 3.365, -4.232], [4.687, 4.110, -5.415], [5.750, 3.206, -6.060], [7.545, 6.142, -2.006], [6.585, 6.726, -3.393], [6.146, 7.113, -1.692], [6.222, 4.250, -2.573], [5.770, 4.810, -1.044], [0.489, 5.611, -4.293], [1.274, 5.819, -2.758], [2.412, 6.589, -5.586], [1.565, 7.680, -4.397], [3.170, 6.910, -3.999], [3.788, 4.253, -6.015], [5.201, 5.030, -5.134], [6.127, 3.791, -6.900], [6.614, 3.087, -5.406], [5.365, 2.248, -6.408], [2.019, -1.887, 8.469], [3.078, -1.653, 7.375], [2.362, -1.282, 6.242], [3.110, -1.135, 4.818], [2.368, -0.522, 3.729], [4.524, -0.396, 5.199], [5.411, -0.087, 4.155], [6.424, 0.966, 4.724], [3.573, -2.672, 4.589], [2.562, -3.716, 4.599], [3.294, -5.023, 4.951], [1.545, -2.849, 8.272], [2.462, -1.875, 9.465], [1.397, -0.998, 8.371], [3.616, -0.738, 7.621], [3.705, -2.536, 7.251], [5.965, -0.996, 3.922], [4.926, 0.210, 3.225], [5.798, 1.796, 5.050], [6.846, 0.663, 5.682], [7.203, 1.338, 4.057], [1.811, -3.634, 5.384], [1.980, -3.691, 3.678], [3.928, -5.329, 4.119], [3.879, -4.781, 5.838], [2.649, -5.852, 5.241], [1.611, -6.750, -2.971], [1.543, -5.900, -1.625], [2.824, -5.456, -1.299], [3.267, -3.912, -1.656], [2.198, -2.891, -1.515], [3.809, -4.122, -3.166], [4.204, -3.035, -3.920], [4.802, -3.746, -5.171], [4.707, -3.672, -0.831], [5.719, -4.720, -0.877], [7.081, -4.050, -0.871], [1.755, -6.026, -3.774], [2.458, -7.435, -2.963], [0.743, -7.335, -3.276], [0.763, -5.138, -1.598], [1.206, -6.586, -0.848], [3.389, -2.369, -4.203], [4.988, -2.482, -3.404], [5.812, -4.052, -4.899], [4.198, -4.611, -5.444], [4.891, -3.107, -6.050], [5.632, -5.316, 0.032], [5.526, -5.472, -1.641], [7.194, -3.472, -1.788], [7.159, -3.465, 0.045], [7.859, -4.814, -0.871], [-3.902, -6.227, 5.305], [-3.960, -6.075, 3.800], [-3.345, -4.866, 3.354], [-4.065, -3.508, 2.708], [-3.080, -2.458, 2.283], [-5.040, -3.119, 3.930], [-4.660, -2.006, 4.788], [-3.989, -2.566, 5.938], [-5.032, -4.033, 1.550], [-6.349, -4.527, 1.681], [-7.216, -3.633, 0.796], [-2.885, -6.006, 5.628], [-4.460, -5.473, 5.860], [-4.362, -7.169, 5.604], [-3.465, -6.956, 3.390], [-4.948, -6.152, 3.346], [-4.066, -1.198, 4.359], [-5.644, -1.597, 5.016], [-3.020, -2.982, 5.662], [-3.861, -1.671, 6.547], [-4.616, -3.332, 6.394], [-6.560, -5.577, 1.476], [-6.746, -4.515, 2.696], [-7.492, -2.600, 1.007], [-6.846, -3.634, -0.229], [-8.119, -4.238, 0.718], [-5.653, 1.352, -4.635], [-4.364, 2.220, -4.649], [-3.272, 1.600, -5.371], [-2.733, 0.101, -4.851], [-2.430, 0.065, -3.371], [-3.895, -0.934, -5.317], [-3.847, -2.328, -4.942], [-4.551, -3.235, -5.987], [-1.417, -0.106, -5.761], [-1.444, 0.027, -7.172], [-1.109, -1.331, -7.775], [-5.559, 0.448, -4.034], [-6.481, 1.979, -4.304], [-5.836, 0.971, -5.640], [-4.559, 3.150, -5.182], [-4.168, 2.474, -3.608], [-2.837, -2.732, -4.872], [-4.396, -2.388, -4.002], [-5.580, -2.903, -6.124], [-4.033, -3.354, -6.939], [-4.508, -4.231, -5.548], [-2.406, 0.331, -7.585], [-0.736, 0.805, -7.454], [-1.737, -2.082, -7.297], [-1.382, -1.272, -8.829], [-0.076, -1.672, -7.706]],
  "mulliken_spin": [3.03, 0.00, 0.00, 0.00, 0.00, 0.00, 0.00, 0.00, 0.00, 0.00, 0.00, 0.00, 0.00, 0.00, 0.00, 0.00, 0.00, 0.00, 0.00, 0.00, 0.00, 0.00, 0.00, 0.00, 0.00, 0.00, 0.00, 0.02, 0.00, 0.14, -0.05, 0.70, 0.11, 0.00, 0.02, 0.03, 0.00, 0.00, 0.00, 0.00, 0.00, 0.00, 0.01, 0.00, 0.00, 0.00, 0.00, 0.00, 0.00, 0.00, 0.00, 0.00, 0.00, 0.00, 0.00, 0.00, 0.00, 0.00, 0.00, 0.00, 0.00, 0.00, 0.00, 0.00, 0.00, 0.00, 0.00, 0.00, 0.00, 0.00, 0.00, 0.00, 0.00, 0.00, 0.00, 0.00, 0.00, 0.00, 0.00, 0.00, 0.00, 0.00, 0.00, 0.00, 0.00, 0.00, 0.00, 0.00, 0.00, 0.00, 0.00, 0.00, 0.00, 0.00, 0.00, 0.00, 0.00, 0.00, 0.00, 0.00, 0.00, 0.00, 0.00, 0.00, 0.00, 0.00, 0.00, 0.00, 0.00, 0.00, 0.00, 0.00, 0.00, 0.00, 0.00, 0.00, 0.00, 0.00, 0.00, 0.00, 0.00, 0.00, 0.00, 0.00, 0.00, 0.00, 0.00, 0.00, 0.00, 0.00, 0.00, 0.00, 0.00, 0.00, 0.00, 0.00, 0.00, 0.00, 0.00, 0.00, 0.00, 0.00, 0.00, 0.00, 0.00, 0.00, 0.00, 0.00, 0.00, 0.00, 0.00, 0.00, 0.00, 0.00, 0.00, 0.00, 0.00],
  "max_force_ev_per_a": 4.985,
  "total_charge": 2,
  "e_above_lowest_ev": 13.154,
  "multiplicity": 5,
  "gap_ev": [6.70, 2.22],
  "energy_ha": -6543.01702
}

=====

5.
{
  "formula": "C8H15N2O",
  "method": "the ωB97M-V functional and the def2-TZVPD basis",
  "symbols": ["C", "C", "C", "C", "C", "C", "C", "C", "N", "N", "O", "H", "H", "H", "H", "H", "H", "H", "H", "H", "H", "H", "H", "H", "H", "H"],
  "coordinates": [[1.979, 3.163, -0.976], [1.724, 1.743, -0.963], [0.876, 3.764, -0.408], [0.557, 1.622, -0.246], [-0.334, -3.017, 0.271], [1.413, -1.536, 0.847], [-2.715, -0.230, 0.494], [-0.688, -0.673, -0.218], [-0.012, 2.801, 0.012], [0.310, -1.746, -0.098], [-1.487, -0.666, 0.933], [2.717, 3.664, -1.639], [2.334, 0.824, -1.253], [0.574, 4.785, -0.252], [-0.936, -2.948, 1.236], [-1.020, -3.399, -0.639], [0.443, -3.711, 0.290], [2.071, -2.377, 0.498], [1.856, -0.606, 0.633], [1.120, -1.592, 1.924], [-2.566, 0.866, 0.341], [-3.528, -0.447, 1.332], [-3.109, -0.674, -0.412], [-1.425, -0.667, -1.057], [-0.837, 2.980, 0.418], [0.682, -1.924, -1.066]],
  "nbo_charge": [-0.29, -0.40, -0.06, 0.24, -0.43, -0.41, -0.28, 0.27, -0.57, -0.42, -0.52, 0.25, 0.23, 0.23, 0.27, 0.24, 0.23, 0.22, 0.25, 0.26, 0.19, 0.23, 0.18, 0.21, 0.42, 0.45],
  "max_force_ev_per_a": 4.917,
  "total_charge": 1,
  "e_above_lowest_ev": 7.249,
  "gap_ev": [7.47, 7.48],
  "energy_ha": -498.10185
}

=====

6.
{
  "formula": "C13H9Cl16FO3",
  "method": "the ωB97M-V functional and the def2-TZVPD basis",
  "symbols": ["C", "C", "C", "O", "C", "C", "C", "O", "C", "C", "F", "C", "O", "H", "H", "H", "H", "H", "H", "H", "H", "H", "Cl", "C", "Cl", "Cl", "Cl", "Cl", "C", "Cl", "Cl", "Cl", "Cl", "C", "Cl", "Cl", "Cl", "Cl", "C", "Cl", "Cl", "Cl"],
  "coordinates": [[0.367, 1.659, -0.284], [-0.394, 2.409, -1.388], [-0.872, 3.764, -0.848], [-2.133, 4.186, -1.372], [-3.176, 3.447, -0.952], [-3.474, 3.212, 0.332], [-4.623, 2.321, 0.699], [-5.210, 2.372, 1.757], [-4.994, 1.293, -0.329], [-4.734, 1.537, -1.604], [-4.979, 0.705, -2.601], [-4.109, 2.857, -1.986], [-4.360, 3.427, -3.022], [-0.307, 1.233, 0.463], [1.049, 2.332, 0.239], [0.959, 0.838, -0.691], [0.333, 2.586, -2.179], [-1.200, 1.769, -1.745], [-0.163, 4.531, -1.151], [-0.837, 3.742, 0.243], [-2.837, 3.654, 1.087], [-5.434, 0.356, -0.018], [3.416, -3.124, 0.533], [3.223, -1.896, -0.719], [1.592, -2.001, -1.398], [3.469, -0.290, -0.019], [4.411, -2.169, -1.998], [3.561, -6.392, -0.004], [4.799, -6.759, 1.201], [4.930, -8.510, 1.400], [6.351, -6.105, 0.667], [4.353, -6.020, 2.745], [-6.119, 7.675, 0.312], [-6.856, 6.093, 0.035], [-7.730, 6.107, -1.501], [-5.581, 4.857, -0.021], [-7.976, 5.723, 1.352], [8.727, -8.636, 0.851], [9.056, -8.284, 2.552], [10.439, -9.243, 3.093], [9.424, -6.565, 2.740], [7.639, -8.690, 3.526]],
  "nbo_charge": [-0.61, -0.43, -0.06, -0.48, 0.30, -0.37, 0.52, -0.49, -0.34, 0.36, -0.29, 0.43, -0.45, 0.21, 0.20, 0.22, 0.21, 0.21, 0.20, 0.17, 0.25, 0.25, 0.06, -0.23, 0.05, 0.05, 0.06, 0.06, -0.23, 0.06, 0.06, 0.05, 0.05, -0.22, 0.05, 0.05, 0.05, 0.06, -0.23, 0.06, 0.05, 0.06],
  "max_force_ev_per_a": 1.288,
  "total_charge": 0,
  "smiles": "CCCOC1=CC(=O)C=C(F)C1=O.ClC(Cl)(Cl)Cl.ClC(Cl)(Cl)Cl.ClC(Cl)(Cl)Cl.ClC(Cl)(Cl)Cl",
  "gap_ev": 8.67,
  "energy_ha": -8189.29157
}